1.
The molecule C5H5NO2, computed with ωB97M-V/def2-TZVPD.

Positions of all 13 atoms, in Å:
1 H 1.912074 -1.628255 0.389892
2 H -1.117321 1.999190 0.612807
3 C 1.426557 -1.532044 -0.499708
4 H -2.356073 -1.378161 1.321114
5 O -2.475622 -0.450274 1.043070
6 C 0.415498 0.932711 -0.398961
7 C -1.299342 -0.095668 0.765223
8 H 1.813344 -2.015781 -1.294893
9 H 0.627591 2.726992 -0.223930
10 O 1.126426 2.010934 -0.718290
11 C -0.738921 1.062201 0.365138
12 C 0.683291 -0.312570 -0.834001
13 N -0.017501 -1.319276 -0.527462

Force components x, y, z for each atom (eV/Å):
H 1.1 -0.3 2.6
H -1.0 1.8 0.2
C -1.2 1.6 -1.5
H -0.9 0.1 -0.1
O -2.3 -1.4 1.9
C -0.3 1.8 0.1
C 2.1 1.9 -1.5
H 1.4 -1.8 -2.4
H 1.3 -0.7 -1.1
O -0.3 2.0 0.9
C -0.6 -1.4 0.7
C 1.6 -1.4 0.2
N -0.9 -2.2 -0.1

For the HOMO energy (spin up / spin down), the calculation gives -0.218 / -0.343 hartree. Its spin multiplicity is 3. The energy relative to the best compared isomer or geometry (same formula, charge and spin) is 2.395 eV. Its total energy is -398.4910 a.u.

2.
C6H13MgO3 as an isolated structure, computed with ωB97M-V/def2-TZVPD.

Positions of all 23 atoms, in Å:
1 C 1.348652 1.906779 0.657137
2 H -2.165516 0.370682 1.972056
3 H -2.021845 -3.001082 0.856784
4 C 1.998800 1.476292 -0.640000
5 H 2.570921 0.204994 -2.652229
6 Mg -0.871993 0.413817 -0.892627
7 C -2.555593 -2.173619 0.361334
8 O 0.696229 0.803749 1.222651
9 H 2.586061 2.303727 -1.068150
10 H -0.866915 1.440618 2.388716
11 O 1.016340 1.060004 -1.581969
12 H -3.497102 -1.937399 0.882749
13 H 2.659128 0.613880 -0.448085
14 H -2.781680 -2.474478 -0.669456
15 C 1.559797 0.608797 -2.810425
16 O -1.735662 -1.035570 0.330679
17 C -1.270122 -0.536483 1.613333
18 C -0.739586 0.839716 1.477695
19 H 1.541387 1.434873 -3.535202
20 H 0.685790 2.774120 0.504090
21 H -0.502246 -1.267429 1.933659
22 H 0.966116 -0.213479 -3.224217
23 H 2.147570 2.234629 1.339972

Force components x, y, z for each atom (eV/Å):
C 0.0 0.0 0.1
H 0.4 -4.0 0.2
H -0.3 0.2 0.0
C 0.8 0.2 0.2
H -0.2 0.3 -0.1
Mg -0.6 0.2 0.6
C -0.2 -0.5 0.1
O 1.1 -0.5 -0.4
H -0.1 -0.2 0.1
H 0.0 -0.2 -0.2
O -0.5 -0.2 0.4
H 0.3 -0.2 0.0
H -0.1 0.3 0.0
H 0.1 0.2 0.2
C 0.3 -0.2 -0.7
O 0.4 0.3 -0.5
C -1.3 4.0 0.0
C 1.0 0.5 -1.2
H 0.3 -0.2 0.2
H -0.1 -0.3 0.0
H -1.0 -0.1 1.1
H -0.2 0.2 0.3
H -0.1 0.0 -0.2

For the HOMO energy (spin up / spin down), the calculation gives -0.174 / -0.262 hartree. Its spin multiplicity is 2. The energy relative to the best compared isomer or geometry (same formula, charge and spin) is 4.711 eV. Its total energy is -662.0129 a.u.

3.
The molecule C7H7Cl3Si, computed with ωB97M-V/def2-TZVPD.

Positions of all 18 atoms, in Å:
1 C -1.402723 0.190296 -0.009803
2 Si 1.987950 2.284406 0.555742
3 C -0.466455 1.186481 0.188183
4 H -2.598506 -1.934507 -1.458804
5 Cl 3.865331 1.960706 -0.397065
6 H -0.752997 2.226116 0.355328
7 H 0.641437 -2.413553 -0.474523
8 H -1.457407 -3.119221 -0.843782
9 H -2.439518 0.480584 -0.038318
10 C 0.359628 -1.400618 -0.271864
11 C -1.982980 -2.183163 -0.610096
12 C 0.878223 0.853959 0.248763
13 C 1.293153 -0.445187 0.082880
14 C -1.005036 -1.106568 -0.272633
15 H -2.641881 -2.374770 0.229813
16 H 2.315137 -0.709336 0.234117
17 Cl 1.194561 4.141606 -0.126684
18 Cl 2.212082 2.362770 2.608746

Force components x, y, z for each atom (eV/Å):
C -0.2 0.6 -0.2
Si 0.9 0.5 -0.3
C -0.1 0.0 0.3
H -0.2 0.2 -0.3
Cl -1.2 0.4 0.7
H -0.2 -0.3 -0.2
H 0.3 -0.4 0.0
H -0.2 0.2 0.1
H -0.3 -0.2 0.0
C -0.5 0.1 0.6
C 0.3 -0.6 0.2
C 0.1 1.4 -0.1
C -0.3 -0.4 -0.3
C 0.5 -0.2 -0.5
H -0.2 -0.1 0.2
H 0.6 -0.2 -0.2
Cl 0.6 -1.4 0.5
Cl 0.2 0.3 -0.5

For the HOMO energy, the calculation gives -0.354 hartree. The energy relative to the best compared isomer or geometry (same formula, charge and spin) is 0.000 eV. The SMILES is Cc1ccc([Si](Cl)(Cl)Cl)cc1. Its total energy is -1941.1805 a.u.

Which of these has the lowest energy relative to the best compared isomer or geometry (same formula, charge and spin)?
C7H7Cl3Si